Computed, not measured: C6H11Cl4O2PdTi as an isolated structure at a distorted geometry, with the ωB97M-V functional and the def2-TZVPD basis.

Output
**LUMO (alpha / beta)**: -0.0228 / -0.0807 Eh
**Energy above the lowest of the compared OMol25 structures with the same formula, charge and spin**: 0.000 eV
**2S+1**: 6
**DFT total energy**: -3203.5685 hartree
**<S²>**: 8.764

Cartesian coordinates (Å):
Ti -0.21467 -0.24223 1.50528
Cl -0.26402 1.16990 -0.19836
C -1.96746 -1.29513 1.55599
H -1.79403 -2.11077 2.29551
H -2.21784 -1.69862 0.56170
H -2.67368 -0.52880 1.92789
Pd 0.45227 -0.19962 -3.38835
C -1.54134 0.28631 -3.35254
C 2.07519 0.83854 -2.69638
C 0.86100 -1.95990 -4.15585
H 2.53965 0.21178 -1.92039
H 2.74497 0.98566 -3.56884
H 1.67928 1.78652 -2.28967
H -2.03963 -0.48493 -2.74514
H -1.58922 1.28602 -2.88288
H -1.88216 0.27955 -4.40860
H 0.05009 -2.61270 -4.59075
H 1.92430 -2.32511 -4.24783
Cl -0.12538 2.19400 6.24812
C 0.78449 1.09844 5.19721
Cl 2.38409 1.78309 4.77810
Cl 0.99610 -0.50417 5.95530
C 0.05917 0.80904 3.83614
O -1.00524 1.26911 3.43810
O 0.76408 -0.03598 3.14625

Cartesian forces (eV/Å) of the 6 atoms listed first:
-0.8 0.3 0.1
0.2 0.1 -0.3
0.5 -0.3 0.1
-0.4 0.4 -0.4
-0.2 0.1 0.5
0.1 -0.5 -0.2

***

Computed, not measured: C13H13N2O7P in the gas phase at a distorted geometry, with the ωB97M-V functional and the def2-TZVPD basis.

Output
**SMILES string**: O=C(O)C1(C(=O)O)N[C@H](P(=O)(O)O)Cc2c1[nH]c1ccccc21
**LUMO**: 0.0120 Eh
**Energy above the lowest of the compared OMol25 structures with the same formula, charge and spin**: 1.477 eV
**2S+1**: 1
**DFT total energy**: -1480.7963 hartree

Cartesian coordinates (Å):
O -2.27446 1.85012 2.49349
C -1.19701 1.62741 1.86504
O -0.46305 2.58861 1.28328
C -0.83048 0.22537 1.59751
C -0.49464 -0.25117 3.10844
O 0.25558 0.50814 3.72896
O -0.67595 -1.47823 3.51814
N -1.80004 -0.60747 0.84981
C -2.03506 -0.08474 -0.58598
P -3.53730 -0.84911 -1.52037
O -3.59126 -0.67451 -2.93359
O -4.90203 -0.35907 -0.79609
O -3.57198 -2.36667 -1.32431
C -0.72544 -0.24306 -1.46295
C 0.50877 0.01270 -0.56002
C 0.45065 0.22697 0.82864
N 1.82097 0.22274 1.22264
C 2.69475 0.14832 0.21435
C 4.12283 0.17410 0.19966
C 4.66916 0.22020 -1.07505
C 3.88830 0.06878 -2.22588
C 2.48818 -0.05429 -2.18208
C 1.89775 0.00199 -0.89943
H -0.83994 3.48262 1.52095
H -0.05985 -1.64200 4.19834
H -2.72343 -0.89237 1.23324
H -2.42412 0.94214 -0.49946
H -5.51975 -0.75746 -1.43661
H -2.79690 -2.53651 -1.88003
H -0.63628 -1.19881 -1.90897
H -0.70520 0.51888 -2.29276
H 2.19909 0.34061 2.17123
H 4.76292 0.37348 1.11896
H 5.73904 0.39548 -1.30391
H 4.42881 0.25228 -3.16962
H 1.87740 -0.18544 -3.09557

Cartesian forces (eV/Å) of the 6 atoms listed first:
3.6 -0.2 -1.9
-5.4 2.8 1.6
-0.6 0.5 0.7
0.4 -2.1 1.5
3.0 1.9 -0.5
-1.5 -0.8 -0.9

***

Number 1 is which compound? C6H11Cl4O2PdTi

***

2S+1 of number 2 (C13H13N2O7P)? 1